1.
The following is a DFT calculation (ωB97M-V with the def2-TZVPD basis set) of a structure of composition C37H46AsCoN4O2PSSi2.

The geometry in XYZ format:
```
95
Properties=species:S:1:pos:R:3
Co -0.16 -0.09 0.37
H -4.90 -5.13 0.73
H 1.94 -1.19 -1.78
H -1.20 3.47 1.69
C -1.68 -2.76 -2.22
C 0.96 -2.75 3.96
C 0.87 -0.40 -3.29
C -0.67 0.78 -4.76
H -1.96 4.23 3.10
As 0.25 0.39 2.85
C -2.34 2.80 -3.94
H 4.93 -4.84 1.57
H -5.44 3.54 0.28
C -3.41 0.27 0.11
H 0.15 2.78 5.58
C -0.87 2.42 5.49
H -2.99 3.60 -3.62
H -2.19 -3.95 3.83
C -1.78 -3.23 -3.52
C -1.15 3.57 2.77
H -1.48 -2.00 2.45
N 1.07 -1.71 0.26
H 4.51 -3.32 0.76
Si 0.21 -1.12 4.59
O 4.46 -5.03 -0.39
H -1.54 3.22 5.80
C -4.78 0.21 0.18
H -2.63 -2.92 -5.46
H 1.36 -1.35 6.79
C -0.65 1.19 -3.42
H 0.37 -3.20 3.15
C -5.52 1.39 0.26
S 0.49 -0.50 -5.00
H -1.74 -0.73 6.09
C -1.46 -1.53 5.40
H -3.39 1.06 4.71
H -1.08 -3.29 -1.50
C -3.74 -3.38 0.33
C -2.72 1.52 0.14
H -1.00 1.60 6.19
C -4.14 -4.45 1.10
H 3.90 -3.41 -1.54
H 2.15 -1.99 -3.30
H -3.70 -0.05 -2.48
H -6.60 1.35 0.33
C 2.18 -4.64 -1.07
C -3.24 -1.41 -4.07
N 1.91 -4.04 0.25
C 3.66 -4.48 -1.40
C -2.22 -2.71 2.09
P -2.22 -1.05 -0.11
H 1.96 -2.52 3.58
C 4.25 -4.38 0.85
C -3.08 1.33 3.70
H -3.06 2.82 -5.96
H 3.90 -5.01 -2.33
C 1.49 -2.79 0.27
C -4.85 2.63 0.24
C -2.78 -2.50 0.83
C -3.16 -0.94 -2.77
H -2.28 -1.63 4.68
C 1.36 -0.60 6.00
H -0.20 4.05 3.01
C -2.56 -2.55 -4.45
H -3.90 -5.51 2.95
H -1.54 1.01 -6.72
H -1.39 -2.45 5.98
H 1.53 -4.17 -1.81
H -1.24 -4.13 -3.81
H -3.22 0.46 3.07
C -1.34 1.43 0.19
C -2.38 -1.61 -1.84
H -3.85 -0.87 -4.79
C -2.37 2.36 -5.26
C -1.47 2.23 -3.02
C -2.62 -3.79 2.85
H -5.29 -0.75 0.17
N 1.84 -1.19 -2.78
H 1.08 0.36 6.43
H 1.06 -3.48 4.76
H 2.61 -3.97 2.22
C -3.49 2.72 0.17
Si -1.28 1.93 3.71
H -1.43 2.59 -2.00
C 2.81 -4.53 1.31
H 2.38 -0.50 5.63
H -2.99 3.68 0.17
C -3.59 -4.66 2.36
C -1.53 1.35 -5.69
H 1.92 -5.70 -1.00
H 2.56 -5.58 1.47
O -0.25 1.95 0.04
H -4.16 -3.23 -0.65
H -3.76 2.11 3.35
N 0.23 0.48 -2.60
```

- LUMO energy (alpha / beta) (Ha) = 0.0006 / 0.0005
- electronic energy (hartree) = -6744.11506
- frontier orbital gap (alpha / beta) (eV) = 5.51 / 6.33
- multiplicity = 4


2.
The following is a DFT calculation (ωB97M-V with the def2-TZVPD basis set) of a structure of composition C37H46BClN9O4OsPS2 in a non-equilibrium geometry.

The geometry in XYZ format:
```
102
Properties=species:S:1:pos:R:3
H -0.28 6.91 2.84
N -0.83 0.02 -2.91
C -0.56 -3.41 1.47
C -2.18 4.35 4.01
C 1.78 2.35 2.34
H 1.91 2.36 -1.05
H 7.15 -0.83 -0.73
H 6.76 -0.69 1.00
C -1.11 -3.99 -0.96
N -2.48 0.72 -0.62
H 6.04 -2.51 3.44
H -5.45 2.05 -0.96
H -0.96 -5.05 -0.91
Cl -0.56 0.41 5.21
C 0.89 1.07 -3.79
H 6.44 -2.92 -2.00
C -0.63 5.89 2.99
H -2.23 6.48 4.30
H -3.02 4.16 4.66
O 0.26 -0.69 2.05
H 4.22 -0.30 4.66
H 2.97 1.87 -2.36
H 4.87 1.57 1.18
S 2.69 -1.33 0.41
N -3.96 -2.14 -3.28
C 5.35 -2.83 4.21
N -2.91 -1.37 -3.71
C -3.98 -1.98 -5.54
B -2.08 -0.79 -2.58
C -4.60 -2.51 -4.38
C 3.47 2.90 3.96
C 4.46 2.47 3.09
C 3.91 -0.80 3.74
H 3.74 3.30 4.93
H 1.37 3.20 4.27
C 1.05 0.98 -2.41
H 3.30 -2.59 4.76
C -1.53 3.29 3.38
C -2.92 -1.26 -5.07
H -1.86 2.28 3.55
H 7.00 -3.05 0.37
H -4.68 0.32 -2.94
H -2.20 -0.70 -5.63
C -0.59 -1.08 4.22
C -0.30 0.46 -4.06
H -1.38 -3.12 2.14
C -0.92 -3.08 0.06
H -0.80 0.33 -5.00
H -4.28 2.86 1.26
H 2.66 0.75 -1.03
H -3.24 1.60 1.94
H -0.41 -4.49 1.55
H 0.36 -1.58 4.36
C 5.64 -3.06 -1.28
C 6.39 -1.03 0.03
O -1.88 -0.39 2.29
C -1.73 5.65 3.81
N -0.22 1.63 1.09
C -3.46 1.53 -0.16
C 0.34 2.41 1.92
N -1.20 -1.83 -0.41
C -0.43 3.54 2.57
H 2.47 1.40 0.58
H -6.58 -2.93 -3.67
C -4.52 1.50 -1.05
H -6.23 -3.56 -5.29
H -5.57 -4.36 -3.85
C 4.10 1.92 1.86
H 1.57 1.52 -4.49
C -4.15 0.63 -2.05
C 2.21 1.52 -1.66
H -2.53 2.97 1.08
H 5.48 -0.48 -0.22
N -0.01 0.34 -1.86
C -0.76 -0.70 2.78
S 2.71 -4.36 0.37
H 5.50 2.53 3.38
H -1.42 -1.69 4.57
N -1.60 -1.97 -1.70
H 0.90 5.02 1.77
C 2.14 2.86 3.58
O 5.17 -2.80 1.17
H 5.35 -3.92 4.25
Os -0.75 0.05 0.28
H -1.81 -3.56 -3.04
H 5.41 -4.12 -1.21
C -1.54 -3.24 -2.05
H 4.61 -0.51 2.94
C -3.37 2.29 1.11
H 0.35 -2.92 1.79
C 3.95 -2.30 3.94
H -4.28 -2.12 -6.57
H 2.91 -0.46 3.47
O 3.35 -2.99 2.79
H 4.75 -2.53 -1.63
P 3.59 -2.83 1.25
C 6.10 -2.52 0.06
N -2.94 0.17 -1.77
C -5.82 -3.39 -4.30
C 2.77 1.84 1.50
C 0.03 4.84 2.39
H 5.69 -2.44 5.17
```

- charge = +1
- LUMO energy (alpha / beta) (Ha) = -0.1568 / -0.1655
- electronic energy (hartree) = -3944.72877
- frontier orbital gap (alpha / beta) (eV) = 6.76 / 6.48
- multiplicity = 2


3.
The following is a DFT calculation (ωB97M-V with the def2-TZVPD basis set) of a structure of composition C37H46CrIN7OPS4 in a non-equilibrium geometry.

The geometry in XYZ format:
```
98
Properties=species:S:1:pos:R:3
N -1.35 3.12 0.88
H 2.15 -5.36 0.89
H -3.15 -0.52 -1.67
H 4.74 0.52 0.65
H -2.55 0.05 -4.19
H 1.61 -2.16 -2.60
C 3.02 -2.15 1.95
N -1.70 -0.06 -0.27
C 2.47 -4.61 1.62
H -1.61 0.43 4.69
H 2.99 -1.19 1.44
C -2.33 -3.58 -0.29
H 0.42 -4.06 -2.83
H 0.50 -4.24 2.42
H 2.40 -4.61 -2.37
C 5.25 1.00 5.20
C 4.47 -4.08 -2.05
C 4.82 -1.67 -1.41
H -0.86 0.92 -5.81
I -0.72 6.58 -1.41
H 5.48 -0.80 -1.55
H 2.95 -3.75 4.18
H -2.36 -2.62 -0.81
C 1.96 -3.49 3.79
H 4.82 -1.89 -0.34
C 4.36 0.92 1.58
C 1.49 -4.53 2.78
N 5.75 0.79 6.21
H -1.00 -4.64 1.02
C 2.04 -2.13 3.11
H -0.76 -2.86 -2.30
C -0.86 4.73 -0.49
H 5.49 -2.60 -3.24
H -2.79 -5.63 -0.71
C -1.46 -4.92 -2.27
C -2.62 -4.71 -1.27
C 2.43 -2.48 -1.95
H -1.82 -4.89 -3.30
N -0.62 2.56 -0.08
C 0.88 1.08 -2.93
H 0.64 -4.92 -0.54
H 1.05 -1.86 2.73
N -0.02 0.64 -2.05
H 3.05 2.42 4.86
H 3.52 -0.91 -2.92
H 1.85 1.38 -2.52
C 3.05 -3.75 -2.55
C 0.63 1.20 -4.28
N 7.28 -0.61 2.60
H -1.00 -5.90 -2.11
S -0.47 0.38 2.27
H -3.54 -4.49 -1.81
H -0.76 -2.89 1.00
C 3.41 1.98 3.95
H -2.03 5.06 1.39
H 4.45 -4.42 -1.02
H 1.41 -5.52 3.25
O 0.87 -1.35 -0.04
H 4.04 -2.29 2.33
C -0.63 0.82 -4.76
S -3.11 -0.73 3.21
C -0.32 3.53 -0.94
C -2.03 -0.28 1.93
H 3.11 -3.61 -3.63
H 6.38 -3.11 -1.80
C 2.71 -3.26 0.93
H 1.27 -3.45 4.64
C -1.50 4.43 0.69
C 2.67 2.19 2.77
H -2.67 -0.73 5.54
H 2.33 -1.36 3.83
H 3.61 -3.39 0.33
H -1.25 -1.32 4.62
P 1.51 -2.68 -0.36
H 3.01 -0.51 -1.29
H 1.38 1.59 -4.95
C 4.59 1.25 3.96
H 0.29 3.35 -1.81
C 6.32 0.01 2.69
S 2.29 1.55 0.04
S 1.32 3.24 2.84
C -0.36 -3.86 -2.10
C 5.10 0.74 2.75
C -2.15 -0.16 -1.49
C -1.56 0.33 -3.87
C 3.13 1.56 1.58
C 5.39 -2.86 -2.18
N -2.52 -0.42 0.71
C 0.19 -3.94 -0.67
H 4.86 -4.90 -2.64
H -3.09 -3.55 0.49
Cr 0.10 0.66 -0.05
C -1.24 0.26 -2.51
H 3.44 -4.93 2.01
H -1.53 2.59 1.73
C 3.42 -1.31 -1.90
C -2.04 -0.57 4.67
C -0.96 -3.76 0.37
```

- LUMO energy (alpha / beta) (Ha) = -0.0691 / -0.0770
- electronic energy (hartree) = -5172.41495
- frontier orbital gap (alpha / beta) (eV) = 4.21 / 3.98
- multiplicity = 4


4.
The following is a DFT calculation (ωB97M-V with the def2-TZVPD basis set) of a structure of composition C37H46N9ReS4SbSi4Te in a non-equilibrium geometry.

The geometry in XYZ format:
```
103
Properties=species:S:1:pos:R:3
C -0.94 4.02 4.45
H 2.96 -1.19 1.67
C 3.21 -3.92 -2.30
C 1.56 -5.33 -3.54
H 3.02 5.76 2.60
H -7.58 -2.54 2.75
H 0.02 4.33 4.88
N -0.05 -0.70 -2.55
C 2.02 -1.48 2.12
H -2.20 1.18 1.84
C -1.42 -1.60 1.02
C 1.08 -3.48 -2.01
S 6.10 -1.23 -2.06
C 0.55 -0.60 -3.74
Sb 4.69 0.19 -3.25
N -1.46 -1.04 -4.94
N 0.78 -2.41 3.93
C -7.08 -1.90 2.02
S 2.10 2.20 -1.62
H 2.83 -2.16 3.98
H -3.02 1.59 3.35
C 1.94 -2.02 3.38
C -5.96 -0.27 0.18
H 5.27 3.82 1.04
H -1.24 -2.58 3.61
H 3.87 -2.31 -0.98
H -0.67 6.63 2.60
H 1.98 6.10 -0.69
H -5.54 0.42 -0.53
C -1.98 -1.20 -1.24
Si 3.07 3.31 2.08
C -1.39 -0.98 -2.55
C 0.01 6.77 1.76
H 4.44 2.55 0.13
H -1.61 3.79 5.28
H -1.35 4.88 3.92
C -3.32 -1.18 -0.92
H 4.18 4.92 3.63
Si -0.05 5.31 0.56
N -7.85 -0.98 1.45
H -0.27 -4.39 -4.15
C -3.73 -1.37 0.41
H -1.96 4.20 -0.61
H -5.17 -2.85 2.22
H 4.61 1.82 3.35
H -2.53 5.01 0.86
C -0.29 -2.25 3.18
H 0.40 0.33 3.67
H 0.00 -3.57 -2.05
C 0.03 1.13 4.31
C -2.76 -1.62 1.37
H 3.34 -6.48 -3.18
C 3.19 4.85 3.18
H 0.87 1.47 4.93
C -7.29 -0.18 0.56
Si 0.73 3.27 1.54
N -1.05 -1.38 -0.27
C -2.06 -1.12 -3.76
Si -0.70 2.54 3.30
H 3.96 4.23 -0.08
C -0.27 -1.70 1.90
N 0.13 -9.35 -6.78
C 0.36 -5.26 -4.24
C -5.15 -1.24 0.78
H 0.36 -0.76 -5.87
C 0.82 -7.40 -5.25
H 2.45 4.82 3.98
H -3.04 -1.75 2.41
N 1.93 -4.30 -2.66
H -0.72 0.69 4.98
C 3.08 -2.88 -1.44
H -0.27 7.70 1.26
C 2.04 -7.45 -4.57
H 1.62 -0.40 -3.76
Te 0.03 1.78 -0.47
C 3.55 1.78 3.08
H 0.51 6.45 -1.60
H -2.87 2.80 2.07
S 2.91 0.34 -1.12
H -2.18 5.95 -0.59
H -3.12 -1.33 -3.77
H 4.10 -4.35 -2.72
H 1.16 4.82 -1.57
C -0.01 -6.29 -5.08
Re 0.85 -0.76 -0.64
H -7.94 0.57 0.12
C 1.00 5.71 -0.96
C 4.30 3.50 0.66
C -2.36 1.98 2.58
H 3.38 0.87 2.51
C -0.15 -0.79 -4.92
S 3.59 -1.35 -4.60
C 2.41 -6.43 -3.72
N 0.92 -1.30 1.35
C 0.44 -8.47 -6.10
H 1.01 6.92 2.18
N 1.74 -2.61 -1.27
C -1.85 5.10 0.01
H 2.97 1.71 4.00
H -4.06 -1.00 -1.69
H 2.70 -8.30 -4.70
H -0.95 -6.25 -5.62
C -5.74 -2.07 1.73
```

- LUMO energy (alpha / beta) (Ha) = -0.0664 / -0.0644
- electronic energy (hartree) = -5267.78583
- frontier orbital gap (alpha / beta) (eV) = 4.46 / 4.51
- multiplicity = 2


5.
The following is a DFT calculation (ωB97M-V with the def2-TZVPD basis set) of a structure of composition C37H47BN9O4S3Ti in a non-equilibrium geometry.

The geometry in XYZ format:
```
102
Properties=species:S:1:pos:R:3
H -1.76 4.74 -1.91
H -5.80 -2.18 2.25
H -2.07 -2.28 -4.87
C 6.46 1.20 0.48
C 0.43 -1.60 -3.57
C -0.07 4.07 -0.94
H -4.82 3.27 -3.45
C -1.76 -0.17 4.30
H -2.77 1.42 -4.20
H 1.73 -3.36 -3.73
H -3.89 1.29 -0.52
H 2.99 1.89 5.83
C 0.55 5.42 -0.92
H -3.98 -2.01 -1.73
N 5.28 1.61 0.91
H 7.09 -0.71 -0.54
C -3.22 -1.30 0.95
H 5.08 2.37 1.59
H 2.04 -4.19 -0.65
N -1.17 1.58 -1.25
C -1.89 2.57 -1.74
C -4.44 -2.01 0.41
H -4.24 0.90 -3.57
C 1.39 -2.54 -3.09
C -1.14 -2.57 -5.36
C -4.24 2.16 -1.10
H 2.22 -1.71 -5.39
C 4.83 -0.40 7.63
N -2.33 -0.82 0.11
S 0.25 1.18 2.40
C 0.66 2.89 -0.47
H 1.25 -1.89 -6.88
H 4.42 -1.97 4.59
C 6.35 -0.10 -0.01
H 1.44 -3.30 -5.78
H -0.37 -0.37 -6.65
H -2.29 -0.90 4.95
H -4.13 -3.97 1.49
H 1.49 5.36 -1.49
B -0.46 0.37 -0.69
H -5.66 -1.94 -1.35
H -1.05 0.25 -5.17
O 2.96 1.35 3.26
C -4.27 -3.56 0.48
H 3.05 -4.21 -2.02
H 5.29 -0.53 8.60
O 3.20 2.68 8.13
C 1.80 -2.46 -1.81
C 1.23 -1.40 -1.03
H -3.73 -1.59 2.94
C -2.98 -1.12 2.31
H -5.70 -0.58 1.69
S 1.67 -1.40 0.66
C -1.29 3.83 -1.56
H 4.48 -1.26 -0.10
C 2.67 -3.53 -1.27
C 3.27 0.19 3.73
C 1.32 -2.16 -5.81
H -3.11 3.64 -4.06
H 0.60 0.38 -5.43
H 7.27 1.82 0.63
H -4.44 3.08 -0.46
O 3.07 -0.72 2.82
C 4.39 -1.18 5.35
C -1.94 -0.44 2.83
H 0.86 5.66 0.09
C 5.02 -0.38 0.20
N 4.41 0.61 0.83
Ti 2.40 0.75 1.47
H -3.72 4.44 -2.65
H -5.16 -4.01 0.05
H -1.29 -2.58 -6.44
C -3.29 2.37 -2.29
O 4.56 1.58 9.39
C -3.77 3.51 -3.21
N -0.05 -0.68 -2.85
N -1.26 -0.13 0.56
C 4.90 -1.41 6.65
C -4.67 -1.63 -1.04
N 3.92 1.76 8.39
N 0.00 1.80 -0.62
S 2.33 2.81 0.05
H -3.41 -3.88 -0.15
N 0.29 -0.63 -1.53
C 4.09 0.75 7.30
H -4.66 -0.46 -1.07
H -2.86 0.17 -2.92
C -0.21 -0.28 -5.55
C 0.03 -1.68 -5.03
H 5.30 -2.40 6.87
H -0.91 -3.61 -5.01
C 3.80 0.00 5.08
C -3.24 1.14 -3.27
C -1.03 0.13 1.86
H -6.59 -1.74 0.72
H -0.08 6.23 -1.21
C -5.68 -1.61 1.32
C 3.57 0.98 6.07
H -0.72 -0.18 4.62
H -5.27 1.91 -1.47
H -2.24 0.79 4.57
H 3.47 -3.22 -0.55
```

- charge = +3
- LUMO energy (Ha) = -0.3450
- electronic energy (hartree) = -4299.88357
- frontier orbital gap (eV) = 6.92
- multiplicity = 1


Which value of electronic energy does entry 2 give? -3944.72877 hartree